[1]
{
  "formula": "C3H5Cl",
  "method": "wB97M-V/def2-TZVPD",
  "e_tot_ha": -577.4384,
  "de_lowest_kcal_mol": 21.8,
  "smiles": "ClC1CC1",
  "e_homo_ev": -9.8,
  "species": ["C", "C", "C", "H", "H", "H", "H", "H", "Cl"],
  "positions_angstrom": [[-0.36, 0.02, 0.60], [0.23, -1.40, 0.47], [-1.02, -0.95, -0.17], [-0.68, 0.51, 1.45], [0.01, -1.83, 1.43], [1.19, -1.61, 0.17], [-0.90, -0.85, -1.27], [-1.92, -1.38, 0.15], [0.54, 1.13, -0.43]]
}

[2]
{
  "formula": "C56H34I4MnN7OS2",
  "method": "wB97M-V/def2-TZVPD",
  "charge": -2,
  "e_tot_ha": -5751.2397,
  "spin_multiplicity": 5,
  "s2": 6.099,
  "e_homo_ev": [-0.3, -1.8],
  "species": ["Mn", "I", "C", "C", "C", "C", "C", "C", "C", "C", "C", "C", "C", "C", "C", "C", "C", "C", "I", "C", "C", "C", "N", "C", "C", "C", "C", "C", "C", "I", "C", "C", "C", "C", "C", "C", "N", "C", "C", "C", "C", "C", "N", "C", "C", "C", "C", "I", "C", "C", "C", "C", "N", "H", "H", "H", "H", "H", "H", "H", "H", "H", "H", "H", "H", "H", "H", "H", "H", "H", "H", "H", "H", "H", "H", "H", "H", "O", "N", "C", "C", "C", "C", "C", "S", "H", "H", "H", "H", "N", "C", "N", "C", "C", "C", "C", "C", "C", "S", "H", "H", "H", "H", "H", "H"],
  "positions_angstrom": [[0.28, -0.96, 0.37], [5.34, -4.40, -7.39], [4.28, -3.64, -5.72], [3.25, -4.38, -5.17], [2.56, -3.87, -4.08], [2.86, -2.61, -3.54], [3.90, -1.89, -4.13], [4.62, -2.40, -5.20], [2.10, -2.08, -2.39], [0.68, -2.14, -2.46], [-0.05, -2.51, -3.62], [-1.36, -2.60, -3.27], [-1.44, -2.24, -1.89], [-2.62, -2.33, -1.09], [-3.84, -2.87, -1.69], [-4.38, -2.36, -2.89], [-5.53, -2.89, -3.46], [-6.17, -3.95, -2.84], [-7.90, -4.79, -3.71], [-5.68, -4.47, -1.65], [-4.53, -3.94, -1.10], [-2.65, -2.00, 0.28], [-1.59, -1.57, 1.03], [-2.09, -1.35, 2.30], [-1.39, -0.88, 3.40], [-2.11, -0.79, 4.68], [-2.22, 0.42, 5.37], [-2.89, 0.51, 6.58], [-3.45, -0.64, 7.12], [-4.46, -0.52, 8.98], [-3.36, -1.86, 6.48], [-2.70, -1.92, 5.26], [-0.03, -0.53, 3.38], [0.71, -0.13, 4.54], [2.01, 0.04, 4.13], [2.05, -0.30, 2.74], [0.80, -0.61, 2.29], [3.24, -0.39, 2.00], [3.33, -0.85, 0.69], [4.57, -1.16, 0.04], [4.26, -1.68, -1.17], [2.82, -1.65, -1.28], [2.28, -1.17, -0.12], [4.52, -0.06, 2.68], [5.04, -0.87, 3.69], [6.23, -0.56, 4.32], [6.91, 0.58, 3.93], [8.73, 1.07, 4.90], [6.43, 1.41, 2.93], [5.23, 1.09, 2.32], [-3.51, -1.59, 2.32], [-3.85, -1.98, 1.07], [-0.20, -1.92, -1.42], [2.99, -5.34, -5.57], [1.77, -4.46, -3.64], [4.13, -0.90, -3.76], [5.43, -1.82, -5.64], [0.36, -2.67, -4.61], [-2.17, -2.93, -3.90], [-3.90, -1.52, -3.37], [-5.92, -2.47, -4.37], [-6.19, -5.30, -1.16], [-4.13, -4.37, -0.19], [-1.80, 1.31, 4.93], [-2.98, 1.46, 7.09], [-3.79, -2.74, 6.92], [-2.63, -2.87, 4.75], [0.32, -0.01, 5.53], [2.85, 0.35, 4.73], [5.55, -1.03, 0.47], [4.94, -2.07, -1.91], [4.50, -1.78, 3.96], [6.63, -1.21, 5.09], [6.97, 2.30, 2.65], [4.82, 1.73, 1.55], [-4.16, -1.44, 3.16], [-4.84, -2.20, 0.70], [0.28, 0.81, -0.86], [0.97, 1.63, -1.60], [0.78, 1.56, -2.93], [1.31, 2.46, -3.81], [2.12, 3.49, -3.31], [2.36, 3.52, -1.96], [1.82, 2.58, -1.05], [2.19, 2.60, 0.59], [0.14, 0.74, -3.24], [1.10, 2.37, -4.87], [2.55, 4.23, -3.97], [2.97, 4.30, -1.53], [-2.81, 0.90, -0.89], [-2.69, 1.46, 0.34], [-1.61, 1.54, 1.02], [-1.75, 2.33, 2.13], [-0.72, 2.69, 3.00], [-1.01, 3.52, 4.07], [-2.30, 4.00, 4.29], [-3.33, 3.66, 3.43], [-3.05, 2.84, 2.35], [-4.10, 2.31, 1.07], [-1.97, 0.39, -1.16], [-3.69, 0.47, -1.12], [0.28, 2.33, 2.80], [-0.21, 3.81, 4.75], [-2.51, 4.64, 5.14], [-4.34, 4.05, 3.59]]
}

[3]
{
  "formula": "C2H6O3P",
  "method": "wB97M-V/def2-TZVPD",
  "charge": -1,
  "e_tot_ha": -646.8822,
  "de_lowest_kcal_mol": 78.7,
  "e_homo_ev": -4.5,
  "species": ["C", "C", "O", "O", "O", "P", "H", "H", "H", "H", "H", "H"],
  "positions_angstrom": [[-1.38, 0.50, -0.47], [-0.37, -0.43, 0.11], [1.62, 1.30, -0.74], [2.26, -0.91, 0.36], [-0.03, -1.45, -0.66], [1.34, 0.28, 0.37], [-1.96, 0.06, -1.18], [-2.04, 0.90, 0.23], [-0.81, 1.35, -0.82], [-1.10, -0.95, 1.75], [0.91, -1.63, -0.44], [1.55, 0.99, 1.49]]
}